The following is a quantum chemistry calculation of a structure of composition C38H46BrFeNO2 in a non-equilibrium geometry, from the OMol25 dataset.

Each line ends with the Löwdin charge.
Geometry (Å):
C -0.881 5.250 1.003  -0.04
H 4.673 0.245 2.105  0.10
C -0.425 -3.931 -1.675  -0.04
C -2.714 -4.017 -0.638  -0.04
C 0.441 -3.515 2.982  -0.16
H 4.769 0.193 -4.607  0.10
H -2.164 4.895 -1.404  0.08
H 5.971 0.239 -2.462  0.11
H -1.033 3.561 -1.121  0.07
C -4.118 3.256 5.182  -0.07
H -0.487 -5.915 3.978  0.08
H -3.264 -0.080 5.455  0.07
C 4.154 0.214 1.154  -0.08
H -0.048 -6.161 -0.153  0.09
C 2.155 0.111 -2.510  -0.53
H -2.769 3.256 -1.109  0.10
H -3.109 -4.642 -1.445  0.08
Fe 0.051 -0.106 -0.066  0.41
H -0.773 -4.500 -2.544  0.09
H 2.587 -5.824 4.414  0.09
C -0.752 -2.134 0.797  -0.25
H -3.438 5.522 1.894  0.07
H -3.605 4.221 5.148  0.08
N -0.201 -0.070 1.747  0.05
C -1.940 3.078 1.568  -0.07
H 2.228 0.191 2.097  0.09
H 1.998 -4.094 6.032  0.09
H -1.517 -6.347 -1.111  0.08
C 4.887 0.205 -2.481  -0.04
H -4.675 3.214 6.121  0.08
H 2.955 -4.623 3.161  0.09
H -4.489 0.868 6.300  0.08
H -1.509 0.092 4.155  0.12
H -0.902 -4.612 5.099  0.09
C -1.189 1.915 1.218  -0.22
C -1.224 -4.333 -0.425  -0.53
C 1.026 -4.341 4.128  -0.56
C -1.643 0.922 3.470  0.05
H -0.920 5.563 2.050  0.09
C -0.171 -1.456 1.910  -0.18
C 4.189 0.189 -1.248  -0.17
H 0.807 -1.557 3.805  0.11
H -0.042 -5.261 1.844  0.09
C -3.377 5.070 0.902  -0.06
C 2.770 0.142 -1.241  -0.21
C -0.093 -4.180 1.856  0.03
H -1.637 -6.196 0.644  0.09
H -2.581 2.347 7.208  0.09
C -3.922 0.787 5.369  -0.05
H -4.624 0.598 4.552  0.09
H -2.868 -2.970 -0.898  0.08
O -1.348 -1.381 -0.143  -0.14
H 2.267 0.108 -4.634  0.10
C 2.160 -5.233 3.599  -0.04
C 0.393 -2.143 2.992  0.04
H -3.084 3.935 3.101  0.09
H 0.815 -2.829 5.687  0.09
C -0.080 -5.227 4.723  -0.04
Br 0.253 0.025 -2.470  1.04
C -3.135 2.083 5.122  -0.56
C 1.589 -3.460 5.241  -0.07
C -2.057 4.319 0.665  -0.53
H 0.073 4.743 0.833  0.09
C -1.092 -5.847 -0.238  -0.07
C 2.810 0.130 -3.696  -0.12
H -3.285 -4.233 0.270  0.09
C 4.223 0.180 -3.672  -0.08
C -2.506 3.069 2.819  0.04
O -0.672 1.678 0.060  -0.07
H 5.950 0.250 0.003  0.11
H 0.315 -5.820 5.553  0.09
H -3.460 5.884 0.178  0.08
H 1.806 -5.926 2.832  0.08
C -1.996 3.978 -0.833  -0.05
C 2.738 0.174 1.141  -0.09
C -2.415 2.007 3.773  -0.15
H -4.839 3.217 4.360  0.09
C 2.010 0.125 -0.027  -0.12
H 2.396 -2.817 4.877  0.09
H 0.639 -4.139 -1.533  0.09
H -1.406 1.410 6.268  0.08
H -0.911 6.144 0.372  0.09
C -0.678 -3.555 0.776  -0.08
C -2.090 2.261 6.234  -0.04
C -1.007 0.885 2.216  -0.15
C 4.867 0.219 -0.007  -0.05
H -1.497 3.165 6.066  0.09
H -0.547 -2.869 -1.892  0.05
H -4.236 4.407 0.769  0.09

The value obtained for the total energy is -5518.52545 hartree. The gap between HOMO and LUMO (alpha / beta) is 5.926 / 5.970 eV. For the HOMO energy (alpha / beta), the calculation gives -7.46 / -7.48 eV.



The following is a quantum chemistry calculation of a structure of composition C38H46Cl2FMnN7O8, from the OMol25 dataset.

Each line ends with the Löwdin charge.
Geometry (Å):
C 2.012 2.965 3.065  -0.11
C -1.654 -3.548 -2.103  0.06
O -1.585 2.961 -2.223  -0.03
H 5.898 3.114 2.637  0.12
H -0.204 -6.048 -2.676  0.14
C -2.188 2.143 -2.963  -0.59
C 1.991 1.314 -1.062  -0.50
H 3.011 2.470 -3.849  0.11
H 0.554 7.025 -1.456  0.08
Cl -0.239 -0.258 2.587  0.69
H -2.062 -7.893 0.847  0.12
O -2.916 2.379 -3.931  0.01
H 0.267 -1.048 0.200  0.07
C -1.622 -5.819 0.382  -0.06
C -0.154 -3.121 -0.260  -0.24
H 0.335 -8.195 -1.925  0.12
C 3.503 2.984 3.191  -0.41
H -0.338 7.481 0.001  0.08
H -2.171 -4.243 -2.745  0.10
H 7.418 1.445 3.621  0.07
O 1.804 0.402 -0.240  -0.05
H -1.136 7.587 -1.595  0.08
H 0.238 -5.560 -0.372  0.18
C 3.552 0.717 2.192  -0.20
N -2.667 2.971 0.248  0.01
C -0.120 4.779 -0.270  -0.46
H 0.320 -8.525 0.390  0.13
H 1.691 3.408 5.136  0.12
H 5.976 1.698 1.586  0.12
H 2.282 0.375 3.913  0.05
C -1.354 0.159 -1.450  -0.26
H -5.310 4.965 -0.257  0.11
H -2.719 -3.587 -6.087  0.08
H -6.443 3.153 1.043  0.10
Mn -0.684 2.843 -0.394  0.57
N -0.096 -7.674 0.040  -0.08
C 5.643 2.060 2.562  -0.20
C -5.385 3.100 0.818  -0.08
H -1.396 -3.539 -4.913  0.06
C -1.787 -2.161 -2.285  -0.12
N 0.076 2.831 1.671  0.04
N 1.211 2.394 -1.250  0.10
C -0.498 -7.793 -1.352  -0.16
C -0.430 7.024 -0.986  -0.10
H 6.154 0.216 3.600  0.06
O 0.879 5.215 0.286  -0.03
H 0.508 -2.447 2.962  0.02
N -0.708 -5.417 -0.743  -0.05
O 1.235 4.175 -2.738  0.09
H -3.151 0.130 -4.293  0.14
C 3.064 2.603 -2.769  -0.09
H -2.630 -5.797 -0.028  0.14
C 6.339 1.289 3.676  -0.08
H 2.713 0.901 1.520  0.06
C -2.021 0.652 -2.620  0.01
H 1.981 2.670 0.937  0.11
H -3.950 -1.841 -4.783  0.12
H -1.742 3.130 2.589  0.10
C -4.624 2.019 1.240  -0.06
C -3.276 1.995 0.930  -0.13
C -0.147 3.292 4.008  -0.04
H -3.708 -3.274 -3.817  0.11
C -1.140 -1.294 -1.392  -0.01
C -0.396 -1.897 3.194  -0.94
C 3.212 1.317 -1.979  -0.09
C 1.397 2.809 1.834  -0.07
H -1.542 -5.055 1.152  0.07
H -0.590 -1.872 4.259  0.03
H 2.708 -1.089 3.019  0.06
C -4.761 4.106 0.101  -0.04
H -1.755 -2.118 -5.890  0.09
H -1.357 -8.461 -1.493  0.12
O 4.050 3.882 3.814  0.07
C 3.088 -0.129 3.375  -0.08
C -2.593 -0.252 -3.446  0.04
O -0.956 0.822 -0.497  -0.03
H -2.644 1.170 1.238  0.09
H -0.851 -7.158 1.906  0.13
C -0.849 -3.999 -1.080  -0.14
C 1.225 3.231 4.175  0.00
C -1.198 -7.219 0.876  -0.16
C -0.673 3.082 2.744  -0.13
C -2.203 -2.958 -5.360  -0.06
H -2.870 4.761 -0.730  0.11
C -3.405 4.007 -0.167  -0.07
Cl -1.758 -2.776 2.434  0.58
H 4.290 0.168 1.604  0.12
C -0.856 -6.381 -1.872  -0.07
N -2.548 -1.616 -3.297  -0.04
C -3.184 -2.453 -4.310  -0.19
C 1.734 3.180 -2.276  -0.47
O -0.940 5.699 -0.903  -0.17
H -0.810 3.507 4.835  0.10
H 4.107 1.275 -1.356  0.11
H 5.991 1.638 4.649  0.08
C -0.282 -1.773 -0.400  0.06
H 3.848 3.333 -2.565  0.12
H 3.201 0.413 -2.590  0.11
H 3.899 -0.318 4.077  0.06
F 0.637 -3.676 0.697  0.05
H -5.061 1.203 1.799  0.10
N 4.186 1.974 2.587  -0.05
H -1.888 -6.326 -2.209  0.13

The value obtained for the total energy is -4632.09741 hartree. The gap between HOMO and LUMO (alpha / beta) is 5.327 / 4.545 eV. For the HOMO energy (alpha / beta), the calculation gives -6.16 / -5.38 eV. The spin multiplicity is 2. As for the expectation value of S²: 0.7790.



The following is a quantum chemistry calculation of a structure of composition C38H46HfOP2Si in a non-equilibrium geometry, from the OMol25 dataset.

Each line ends with the Löwdin charge.
Geometry (Å):
C 1.026 0.799 4.469  -0.16
H -0.461 -2.728 4.944  0.05
C -3.133 0.531 3.472  -0.10
H -1.355 -0.735 0.788  0.08
C -0.334 -2.900 -3.259  -0.39
C -2.633 -3.765 1.602  -0.02
H -3.889 1.808 5.077  0.13
H -2.057 -0.362 -2.301  0.11
H 0.953 0.645 5.563  0.05
H 1.228 -4.347 -2.832  0.11
Hf 1.108 -1.031 0.192  1.49
C 0.229 -4.744 -4.712  -0.04
C 3.251 2.444 -0.590  -0.10
P -0.243 -1.968 -1.713  0.92
H 1.987 -0.929 -6.485  0.12
H 2.988 5.796 0.021  0.12
C -2.927 -4.205 0.303  -0.02
C -3.439 1.824 1.319  -0.18
P 1.548 0.546 -1.730  0.93
C 3.250 -1.000 0.522  -0.27
H -0.205 -1.240 5.863  0.05
C -1.887 -2.612 1.818  -0.04
H -1.452 -1.265 4.599  0.00
C 2.964 0.979 -6.147  -0.04
H 1.369 -1.252 -4.095  0.08
C 2.714 4.791 -0.299  -0.03
C -1.230 -2.428 -4.226  -0.09
H -0.385 3.587 1.253  0.09
H 3.670 -2.014 0.501  0.02
C -1.349 3.167 3.051  -0.11
C 0.455 -4.034 -3.533  -0.07
H 0.723 5.380 -0.943  0.13
C -0.455 -1.633 4.862  -0.18
H 3.752 2.896 -5.513  0.12
H -3.445 3.504 3.379  0.11
C -1.256 3.103 1.717  -0.11
C -1.456 -3.149 -5.389  -0.04
H -3.278 -0.364 1.583  0.09
H 0.210 1.466 4.160  0.00
H 3.318 -1.099 4.432  0.03
C -2.142 2.431 0.748  -0.21
C -2.337 -3.581 -0.796  -0.05
C -1.545 -2.459 -0.554  -0.40
H 3.276 -0.723 1.598  0.01
C 3.624 3.730 -0.180  -0.04
H -0.950 -4.900 -6.533  0.13
C -0.187 0.747 -2.226  -0.27
H -3.165 -0.459 3.945  0.09
H 4.624 3.915 0.207  0.12
H -3.974 2.620 1.861  0.11
H -2.399 3.145 -0.047  0.12
H -1.747 -1.485 -4.070  0.10
H -2.490 -3.934 -1.819  0.12
C 3.269 1.968 -5.206  -0.04
C -2.588 3.040 3.870  -0.19
H -4.071 1.528 0.464  0.12
C -3.204 0.591 2.139  -0.11
C 1.438 4.562 -0.813  -0.05
H 2.123 -1.436 5.745  0.05
Si 0.896 -0.931 3.774  0.30
C 2.398 -1.651 4.688  -0.17
C 1.943 -0.372 -4.407  -0.08
H 3.115 2.594 -3.160  0.10
C 2.272 0.610 -3.449  -0.30
H 3.255 1.103 -7.190  0.12
C -0.743 -4.325 -5.629  -0.03
O 0.797 -0.974 2.162  -0.47
H -2.998 -4.307 2.470  0.13
H 3.934 -0.296 0.037  -0.01
C -1.485 -1.842 0.708  -0.22
H -3.575 -5.066 0.161  0.13
H -1.573 -2.296 2.815  0.08
C -2.984 1.664 4.439  -0.17
C 2.282 -0.180 -5.750  -0.05
H 2.545 -2.738 4.558  0.04
H -1.609 1.633 0.213  0.07
C 2.924 1.782 -3.866  -0.07
C 1.962 2.213 -1.091  -0.39
C -0.981 -0.338 -2.098  -0.29
H -0.465 3.510 3.617  0.11
H 0.060 3.101 -1.595  0.09
H 2.003 1.236 4.206  0.04
H -2.189 -2.781 -6.097  0.12
H -0.421 1.634 -2.829  0.11
H -2.229 1.348 5.183  0.11
H -2.391 3.643 4.762  0.12
C 1.052 3.275 -1.188  -0.10
H 3.973 1.625 -0.560  0.10
H 0.805 -5.636 -4.937  0.12

The value obtained for the total energy is -2570.45308 hartree. As for the net charge: +2. The gap between HOMO and LUMO is 5.456 eV. For the HOMO energy, the calculation gives -13.17 eV.



The following is a quantum chemistry calculation of a cluster of 7 separate species, C38H46O16 in total in a non-equilibrium geometry, from the OMol25 dataset.

Each line ends with the Löwdin charge.
Geometry (Å):
C 0.347 3.055 -1.141  -0.33
H -1.093 -2.219 -5.360  0.13
H -3.357 1.204 0.165  0.11
H -1.479 4.067 -0.111  0.13
H 2.864 1.415 2.378  0.09
C -3.269 0.857 4.706  -0.07
H -4.635 -5.322 -2.696  0.14
H -5.374 1.482 4.708  0.12
C 0.131 0.645 -1.846  -0.11
H 5.793 -1.046 0.009  0.09
H -0.557 7.312 2.406  0.13
C -0.575 -4.031 -6.439  -0.16
O -0.027 0.341 7.023  0.02
C 1.932 -0.947 6.968  -0.16
O 0.568 -2.574 -0.787  0.11
H 1.613 -0.572 -3.024  0.13
H -1.493 -4.527 -6.747  0.10
C 0.550 -4.987 -6.086  -0.07
C 1.107 -1.556 -1.135  -0.32
C 4.745 -0.729 0.239  -0.07
H 5.309 0.691 1.871  0.09
O -2.811 2.030 2.714  -0.02
O -3.049 -4.669 -4.980  0.09
O -3.165 2.088 -0.211  0.04
C -3.594 -5.626 -2.827  -0.07
O 1.065 4.040 -1.037  0.05
C -1.868 2.025 -0.703  -0.19
H 4.910 5.094 -3.959  0.12
H 2.540 -1.604 6.345  0.12
C -1.336 0.725 -1.370  -0.23
O 5.171 1.862 -4.532  0.03
O 2.459 -4.428 -4.709  0.11
O -1.100 0.877 3.646  0.11
C -0.187 -0.637 7.952  -0.49
O -3.292 -6.904 -4.780  0.03
C -2.355 5.742 4.451  -0.48
C 2.292 -0.929 -0.297  -0.12
C -1.272 4.703 4.297  -0.07
H 1.292 -1.974 8.772  0.13
C 0.896 -1.680 7.802  -0.08
H -2.324 -7.232 -2.177  0.12
H 1.959 1.713 -2.128  0.12
H 0.368 4.784 2.834  0.12
H -1.680 3.839 3.770  0.11
H 2.643 3.780 -4.800  0.13
O -2.076 -0.222 -1.550  0.12
H -2.929 -4.958 -2.282  0.13
H 0.485 -2.544 7.277  0.13
H -3.098 1.474 5.591  0.14
C 4.457 0.263 1.287  -0.08
H -4.923 0.341 3.438  0.12
C -3.373 -7.078 -2.443  -0.16
C 1.342 -4.190 -5.077  -0.48
H -3.213 -0.200 4.960  0.13
C -4.578 1.200 4.020  -0.15
C -1.096 6.401 2.664  -0.15
H -0.868 4.409 5.264  0.13
H 1.623 0.925 5.910  0.13
H -3.131 -8.737 -3.826  0.13
C 1.999 0.051 0.775  -0.03
H -4.195 3.299 3.576  0.12
O 3.040 1.108 -4.590  0.11
H -0.256 -3.376 -7.255  0.12
O 0.594 -3.166 -4.597  0.01
C -0.240 5.439 3.460  -0.15
H -1.487 5.950 1.748  0.12
H 4.765 4.423 -5.585  0.12
C -3.267 -5.634 -4.300  -0.46
C 3.668 -1.324 -0.578  -0.02
H 0.932 0.326 0.939  0.10
C 5.807 3.116 -4.234  -0.16
H 6.114 3.109 -3.185  0.13
C 3.061 0.675 1.568  -0.06
H -3.984 -7.409 -1.603  0.12
H 3.220 3.545 -3.117  0.12
H -4.795 2.357 2.195  0.12
H 0.691 -0.435 5.252  0.12
C 3.471 3.448 -4.176  -0.08
C 0.676 -0.711 -2.419  -0.02
O -1.087 -0.664 8.743  0.12
C 0.913 1.758 -1.754  0.07
C -3.687 -7.805 -3.734  -0.16
O -2.201 6.722 3.523  0.03
C 4.759 4.173 -4.521  -0.16
C -0.729 -3.228 -5.165  -0.16
O -3.253 5.711 5.246  0.11
H -0.092 -1.278 -2.994  0.11
H 2.605 -0.390 7.625  0.12
C -4.170 2.321 3.087  -0.15
C 1.080 0.016 6.168  -0.17
H -4.754 -8.018 -3.844  0.13
C -2.251 1.216 3.653  -0.48
H 1.159 -5.233 -6.954  0.13
C 3.823 2.012 -4.467  -0.48
H 0.434 5.997 4.116  0.12
H -1.388 -3.707 -4.450  0.10
C -1.092 3.149 -0.601  0.09
H 6.691 3.235 -4.860  0.13
H 0.178 -5.896 -5.607  0.13
H 3.869 -2.081 -1.371  0.12

The value obtained for the total energy is -2679.42408 hartree. The gap between HOMO and LUMO is 7.802 eV. For the HOMO energy, the calculation gives -9.03 eV. The SMILES is O=C1C=C(O)C(=O)C(CC(=O)c2ccccc2)=C1.O=C1CCCO1.O=C1CCCO1.O=C1CCCO1.O=C1CCCO1.O=C1CCCO1.O=C1CCCO1.



The following is a quantum chemistry calculation of a structure of composition C38H46P2SiTi in a non-equilibrium geometry, from the OMol25 dataset.

Each line ends with the Löwdin charge.
Geometry (Å):
C 3.301 3.531 -1.233  -0.05
H -3.601 1.107 4.238  0.06
C 1.004 -0.675 -0.244  -0.43
H -4.736 -5.637 0.641  0.13
C -1.264 -1.066 4.280  -0.17
C -2.118 2.214 0.172  -0.16
C -3.055 3.183 -0.275  -0.06
H 1.312 2.457 -3.230  0.11
C 1.340 -0.874 -3.235  -0.11
H -2.173 -2.626 -1.055  0.07
H -1.865 -1.859 -3.944  0.14
H 0.958 -0.199 -1.274  -0.01
H 2.837 -2.781 0.242  0.11
H 3.543 3.820 -2.271  0.12
C 3.931 -0.928 0.211  -0.32
H -0.217 -0.933 4.537  0.04
C -4.070 -4.073 1.994  -0.05
C 2.944 4.140 1.091  -0.06
C 4.954 -3.039 0.749  -0.06
H 7.072 -2.983 1.126  0.13
C -1.326 -0.404 -2.371  -0.25
C 3.175 2.192 -0.882  -0.12
C -3.508 0.696 3.218  -0.18
H 7.267 -0.531 0.685  0.11
C -0.100 -1.431 0.216  -0.39
H -3.365 -2.362 3.082  0.09
H -0.749 0.759 -4.819  0.12
H 2.797 0.575 -3.118  0.11
C -3.364 -2.878 2.126  -0.08
H 2.966 4.929 1.861  0.13
H 4.864 -4.113 1.000  0.13
H 0.592 -2.591 -4.178  0.13
C -2.518 0.812 0.174  -0.39
C -3.807 0.453 -0.293  -0.08
H -1.880 -0.836 5.145  0.05
H 2.598 2.591 2.453  0.10
C -1.042 -1.632 -3.240  -0.14
H 2.021 -1.584 -2.750  0.13
H -0.999 -2.492 -2.560  0.10
C -0.726 1.751 3.235  -0.17
C -3.479 -4.181 -0.348  -0.05
H -0.891 2.403 -4.217  0.13
P -1.605 -0.829 1.042  1.01
H -4.145 -0.573 -0.270  0.11
H 1.465 1.821 -4.866  0.14
C 6.311 -1.029 0.588  -0.04
H 2.707 0.891 2.658  0.04
H -2.197 -0.630 -1.698  0.09
C 6.182 -2.402 0.844  -0.05
H -1.625 1.739 -2.165  0.11
H -1.441 -2.093 3.977  0.03
H 2.324 -0.829 2.839  0.09
H -4.209 -0.143 3.117  0.04
P 2.501 0.030 0.570  0.98
H -3.541 -4.669 -1.328  0.12
C -4.295 2.796 -0.711  -0.04
H -5.700 1.191 -1.012  0.12
C 3.164 4.539 -0.238  -0.03
C -1.074 0.946 -2.740  -0.28
H -1.386 2.366 3.858  0.06
C 5.180 -0.278 0.231  -0.05
C 1.730 0.407 -3.275  -0.15
H 0.143 -1.117 -5.013  0.12
C 2.747 2.811 1.400  -0.08
H -1.175 2.636 0.575  0.11
H -0.152 -2.523 0.138  0.07
H -0.435 2.357 2.375  0.02
C -4.697 1.450 -0.728  0.00
C 1.056 1.588 -3.869  -0.15
C 2.788 1.802 0.410  -0.30
C 0.272 -1.555 -4.015  -0.16
C 2.104 0.075 2.285  -0.16
C -4.148 -4.716 0.758  -0.04
H 3.378 1.417 -1.628  0.08
C -2.734 -3.021 -0.211  -0.10
H 3.289 5.587 -0.507  0.12
H 0.161 1.478 3.809  0.04
Si -1.732 0.202 3.004  0.41
H -5.048 3.555 -1.008  0.14
H -3.802 1.477 2.504  0.04
C -0.480 1.423 -4.004  -0.14
H -2.768 4.252 -0.238  0.14
H 5.227 0.787 0.040  0.10
Ti -0.603 0.740 -0.958  0.82
H 1.074 0.334 2.278  0.00
C -2.671 -2.349 1.019  -0.32
C 3.824 -2.327 0.361  -0.07
H -4.582 -4.518 2.861  0.13

The value obtained for the total energy is -3296.49618 hartree. As for the net charge: +2. The gap between HOMO and LUMO is 6.469 eV. For the HOMO energy, the calculation gives -12.63 eV.